The following is a DFT calculation (wB97M-V/def2-TZVPD) of the molecule C11H11NOS.

```
! RIJCOSX wB97M-V def2-TZVPD def2/J DEFGRID3
* xyz 0 1
C 0.52 -0.37 0.06
H -2.98 2.28 -0.26
H 1.90 -0.04 -1.60
H 0.94 1.04 2.60
H 0.05 -3.81 -0.65
C -1.84 2.82 1.56
H -1.22 -2.45 -1.80
C -0.74 2.52 2.30
H 0.01 -1.84 -2.83
C 0.01 1.34 2.00
C -1.65 0.00 -1.00
C 0.63 -2.93 -0.89
C -2.21 2.12 0.42
H 2.70 -0.25 -0.06
O -2.66 -0.08 -1.64
C -0.29 0.66 0.80
C -0.32 -1.94 -1.77
H -2.31 3.76 1.77
C -1.46 1.02 0.12
H 1.63 1.38 -0.38
H -0.61 2.93 3.25
S 0.94 -2.07 0.69
H 1.48 -3.18 -1.34
N -0.50 -0.70 -1.08
C 1.72 0.20 -0.54
*
```

Values from the calculation:
Kohn-Sham gap = 9.69 eV
HOMO level = -8.9872 eV
SMILES = C[C@]12SCCN1C(=O)c1ccccc12

The following is a DFT calculation (wB97M-V/def2-TZVPD) of a cluster of 2 separate species, C3H10N3 in total.

```
! RIJCOSX wB97M-V def2-TZVPD def2/J DEFGRID3
* xyz 1 1
N -1.52 -0.53 0.42
H 2.92 1.23 0.83
C 0.80 -0.19 0.25
C 2.35 1.13 -0.09
H 0.53 -2.35 0.40
N -0.36 0.28 0.47
H -3.43 -0.21 -0.50
H 2.93 0.68 -0.90
H 1.76 2.03 -0.31
H 2.13 -1.76 0.32
H -1.89 -0.44 1.37
N 1.13 -1.44 0.33
H -2.21 1.01 -0.73
H -2.22 -0.75 -1.54
H -0.51 1.34 0.39
C -2.39 -0.04 -0.70
*
```

Values from the calculation:
Kohn-Sham gap = 11.10 eV
HOMO level = -14.4608 eV

The following is a DFT calculation (wB97M-V/def2-TZVPD) of a structure of composition C33H43CaN5SSi.

```
! RIJCOSX wB97M-V def2-TZVPD def2/J DEFGRID3
* xyz 0 1
H 2.59 -3.18 -1.29
H 6.17 1.68 0.72
C -4.18 -0.28 -4.31
C -1.22 -3.67 1.69
C 2.94 -2.37 -0.65
N -1.32 3.55 1.05
C 0.52 -1.28 -4.61
H 2.54 2.73 2.58
C -1.27 2.10 0.95
C 3.71 -0.38 1.09
C 2.39 -0.89 1.04
C -0.02 4.20 -1.34
H 5.96 0.88 4.16
H 6.24 -0.46 3.06
C -0.51 -1.18 -2.39
H -3.91 -3.26 -1.37
C -0.66 -0.97 -5.23
C -4.11 -0.36 -2.91
C -3.06 -0.47 -5.07
H 4.96 -2.38 -1.36
C 0.74 2.22 -0.30
H 0.03 5.14 1.09
C 5.47 0.13 3.55
C -2.18 -3.78 0.69
H 3.61 2.66 3.97
H 0.60 3.65 1.87
C -4.35 -3.13 -0.39
H 5.79 2.94 1.87
H -0.04 5.29 -1.27
H -3.10 -0.42 -6.15
H 1.24 1.91 -1.22
H -5.02 -2.27 -0.42
C 4.62 -0.92 0.19
H 0.48 3.91 -2.27
H -4.94 -4.02 -0.15
N -1.39 3.69 -1.36
C 4.25 -1.94 -0.68
C -1.82 -0.77 -4.46
H -2.09 -4.57 -0.06
C 5.35 2.18 1.23
H -2.85 -0.68 -1.22
H -3.56 -0.29 3.66
N 2.02 -1.85 0.16
C -1.73 -0.86 -3.04
H -0.63 -2.59 3.44
S 1.16 -0.32 2.06
H 1.55 -1.63 -2.77
H -0.27 -5.54 1.21
H -0.71 1.71 1.81
H 1.41 -1.46 -5.20
C 3.07 2.05 3.24
H -2.29 1.70 0.97
H -4.25 -1.28 1.60
H 4.75 2.69 0.48
H 4.92 -0.54 4.21
H 2.34 1.46 3.78
C -0.04 -4.60 1.72
C -2.44 -1.80 2.62
C -2.56 -0.72 3.65
N 0.74 3.67 -0.21
Ca -0.26 -1.21 -0.10
C -3.28 -2.93 0.65
H -3.05 3.70 -0.10
Si 4.31 0.97 2.28
H -2.34 -1.12 4.64
C 0.58 -1.38 -3.21
H 0.25 -4.82 2.75
H 1.30 1.83 0.56
C -1.35 2.24 -1.42
H -5.13 -0.08 -4.79
H 0.81 -4.13 1.23
C -3.39 -1.94 1.61
H -1.84 0.07 3.45
H -2.04 5.17 -0.03
C -2.91 -0.63 -2.30
N -0.62 1.66 -0.29
C 0.05 4.05 1.02
H -0.86 1.93 -2.35
H -0.72 -0.88 -6.31
C -1.36 -2.68 2.65
H 5.63 -0.55 0.17
H -2.37 1.86 -1.42
H -5.00 -0.19 -2.33
C -2.03 4.08 -0.10
*
```

Values from the calculation:
Kohn-Sham gap = 8.10 eV
HOMO level = -7.5558 eV

The following is a DFT calculation (wB97M-V/def2-TZVPD) of a structure of composition C16H17IrN5O2S.

```
! RIJCOSX wB97M-V def2-TZVPD def2/J DEFGRID3
* xyz 1 1
C 2.38 2.11 -0.37
C -1.01 -2.22 4.20
H 0.42 2.51 0.17
H -1.62 -3.55 5.75
C -1.60 -2.53 5.41
S -1.74 1.11 -1.11
H 3.15 2.42 -2.35
H 4.46 -2.45 1.08
C 1.03 -1.14 2.15
N -3.78 1.68 0.47
N -0.87 0.06 1.46
Ir 0.14 0.12 -0.28
H 1.28 1.70 1.32
H 3.78 -2.57 3.48
C 2.29 1.94 -1.88
H 1.38 2.41 -2.26
H -4.26 1.86 -0.40
C -1.62 0.09 4.48
O 1.13 -0.13 -2.03
C 1.86 -1.68 3.11
N 1.46 -1.01 0.87
H -1.64 1.11 4.12
H 1.52 -1.73 4.13
H 2.91 -1.37 -0.55
C 2.30 0.45 -2.20
N 1.11 1.76 0.32
H -4.34 1.57 1.30
H -2.65 0.57 6.29
H 3.17 1.47 0.04
H -0.58 -3.01 3.59
C 3.51 -2.07 1.41
N -2.13 0.59 1.57
C -2.57 1.10 0.45
O 3.32 -0.13 -2.49
H -2.63 -1.76 7.13
C -2.19 -0.22 5.70
C -1.01 -0.90 3.72
C 3.12 -2.15 2.74
C -2.18 -1.52 6.17
C 2.65 -1.48 0.50
C -0.35 -0.62 2.43
H 2.63 3.15 -0.11
*
```

Values from the calculation:
Kohn-Sham gap = 7.11 eV
HOMO level = -11.6249 eV

The following is a DFT calculation (wB97M-V/def2-TZVPD) of the molecule CHClF2OS2.

```
! RIJCOSX wB97M-V def2-TZVPD def2/J DEFGRID3
* xyz 0 1
H 0.11 -0.46 0.04
S -2.99 1.05 -0.22
F 1.20 0.94 -1.10
S -0.94 1.95 0.19
O -0.55 1.83 1.56
C 0.00 0.37 -0.75
F -0.52 -0.05 -1.84
Cl -3.72 -0.95 -0.33
*
```

Values from the calculation:
Kohn-Sham gap = 7.72 eV
HOMO level = -9.8599 eV

The following is a DFT calculation (wB97M-V/def2-TZVPD) of a structure of composition C32H33Cl6GePPt.

```
! RIJCOSX wB97M-V def2-TZVPD def2/J DEFGRID3
* xyz 2 1
C -1.55 2.31 -3.56
H 1.96 -2.13 1.50
H -2.76 3.70 -4.67
C -4.33 -2.07 1.29
H 1.39 -2.59 -2.84
Ge 1.15 -0.84 -0.54
C -2.55 3.28 -3.70
H -0.95 5.61 3.04
C -2.69 0.09 0.73
H 3.29 -3.68 2.57
Cl 5.30 0.93 3.69
H 2.74 -4.98 1.52
H -3.54 3.51 -0.47
H 0.96 -4.19 -4.69
H -0.15 -2.21 -3.59
H -4.97 -2.91 1.50
Cl 7.10 2.05 1.42
H -0.50 1.02 -2.23
H -3.82 0.29 -1.09
C -1.27 1.78 -2.32
C -3.68 -0.27 -0.17
H 1.81 -0.29 -1.82
C 2.72 1.68 0.73
C -2.98 3.17 -1.33
H -4.03 4.46 -2.69
C 3.53 2.31 -0.23
Cl 2.75 2.90 -1.63
C 3.60 -4.37 1.78
H -0.99 -1.97 0.09
H 2.30 -3.60 -0.55
H -3.21 5.56 4.05
C -0.51 -1.79 -0.87
H 4.62 -4.35 -0.12
H 0.19 -3.84 -1.03
C -2.91 4.78 3.37
H -1.16 -1.12 -1.43
H 3.51 -2.48 -1.15
H -3.21 -2.26 3.11
C 4.89 2.42 -0.05
H -1.33 -3.53 -1.80
H 3.22 -1.05 0.90
C 3.27 1.35 1.99
C 0.37 -2.97 -2.99
P -1.61 1.49 0.42
Cl 0.36 3.86 1.28
C -1.99 2.20 -1.20
H 4.35 -5.03 2.20
H 4.93 -2.93 0.85
H -4.76 3.70 3.52
C -3.38 2.72 2.21
C -2.51 -0.63 1.92
Pt 0.78 1.41 0.54
C 2.44 -1.75 0.59
C -3.26 3.71 -2.58
C -1.64 4.81 2.81
C -3.34 -1.70 2.20
C 4.62 1.44 2.23
C -3.77 3.73 3.08
C 0.43 -4.29 -3.74
H -4.06 1.91 1.99
H -0.58 -4.65 -3.96
H 0.94 -5.05 -3.15
C 4.14 -3.64 0.55
H -5.27 -1.64 -0.59
Cl 2.15 0.77 3.15
C 3.07 -2.89 -0.23
C 5.45 1.96 1.18
C -0.34 -3.11 -1.64
C -4.50 -1.35 0.11
H -1.00 1.98 -4.43
C -1.28 3.79 1.96
C -2.12 2.73 1.63
H -1.74 -0.35 2.63
Cl 5.90 3.07 -1.25
*
```

Values from the calculation:
Kohn-Sham gap (spin up / spin down) = 4.50 / 4.50 eV
HOMO level (spin up / spin down) = -14.3973 / -14.3972 eV

The following is a DFT calculation (wB97M-V/def2-TZVPD) of a structure of composition H14O7Pd.

```
! RIJCOSX wB97M-V def2-TZVPD def2/J DEFGRID3
* xyz 2 3
H -29.29 16.37 10.33
O -24.99 14.92 11.97
O -23.48 18.25 10.16
H -27.34 20.51 9.11
O -27.00 20.37 10.00
H -22.70 18.80 10.13
H -28.28 20.01 14.78
O -28.53 16.17 10.86
H -27.13 21.21 10.44
H -29.40 20.05 13.76
H -25.00 16.39 15.95
O -25.75 16.81 15.52
O -28.46 19.87 13.85
H -25.11 14.11 12.48
H -26.33 17.05 16.24
H -23.37 20.57 13.48
O -24.31 20.44 13.61
Pd -25.97 18.03 12.27
H -23.55 17.88 9.28
H -28.48 15.21 10.85
H -24.18 14.78 11.49
H -24.56 21.08 14.27
*
```

Values from the calculation:
Expectation value of S² = 2.00
Kohn-Sham gap (spin up / spin down) = 7.84 / 3.98 eV
HOMO level (spin up / spin down) = -18.0192 / -18.0101 eV

The following is a DFT calculation (wB97M-V/def2-TZVPD) of a structure of composition C4H6O2.

```
! RIJCOSX wB97M-V def2-TZVPD def2/J DEFGRID3
* xyz 0 1
C -0.77 -0.29 -0.37
H -1.26 -1.16 -0.84
C 0.10 -0.78 0.75
O -1.82 0.60 -0.03
C 0.33 0.32 -1.16
H 0.81 -0.44 -1.81
O 1.42 0.97 0.15
H 1.59 0.06 2.04
H -0.02 -1.75 1.19
H 0.26 1.31 -1.56
H -1.58 1.02 0.80
C 1.10 0.08 1.07
*
```

Values from the calculation:
Kohn-Sham gap = 9.53 eV
HOMO level = -8.6016 eV

Computed E, in the same sequence as the records: -953.9106; -284.2250; -2922.4517; -1546.5287; -1570.1560; -6537.3106; -662.1152; -306.3981 a.u..